The following is a DFT calculation (ωB97M-V/def2-TZVPD) of one molecule with the formula C3H5NO.

Structure (XYZ):
```
10
Properties=species:S:1:pos:R:3:nbo_charge:R:1
C 2.04 -0.15 -0.11 0.009
N 1.12 0.52 0.41 -0.435
C 0.05 1.26 0.07 0.680
C -1.35 0.28 0.18 -0.687
O -0.07 2.45 0.05 -0.562
H 2.60 -0.83 0.60 0.159
H 2.31 -0.51 -1.11 0.174
H -1.18 -0.59 -0.36 0.209
H -1.32 0.20 1.24 0.223
H -2.21 0.93 -0.03 0.231
```

Results
* largest force on an atom: 4.63 eV Å⁻¹
* SMILES: C=NC(C)=O
* net charge: 0
* frontier orbital gap: 10.030 eV
* DFT total energy: -247.24253 a.u.